Entry from the Open Molecules 2025 dataset: a 10-piece molecular cluster, C62H143N9O10 overall (the ωB97M-V functional and the def2-TZVPD basis).

XYZ file:
```
224
Properties=species:S:1:pos:R:3:forces:R:3
C 6.01475 -21.24588 25.07872 -0.4 0.3 -0.3
C 4.85564 -21.35149 24.06799 0.2 0.7 -0.3
C 4.02659 -20.06239 24.16561 -0.1 0.4 0.7
C 5.47641 -21.48256 22.67304 -0.5 0.2 -1.1
C 4.46985 -21.85988 21.57341 -0.2 -0.5 1.2
C 3.82564 -23.19694 21.90148 0.3 0.7 0.4
C 3.22016 -23.21971 23.32707 0.6 0.5 0.9
C 1.86435 -22.52429 23.32562 -1.1 -0.6 -0.6
C 3.11577 -24.67780 23.74298 -1.1 -1.1 0.7
N 4.09485 -22.55892 24.35051 1.3 -1.3 -1.5
O 3.50004 -22.59836 25.61149 -0.4 0.5 0.3
H 6.65250 -22.12730 25.02095 -0.2 -0.2 0.3
H 6.65883 -20.39655 24.84315 -0.2 0.1 -0.1
H 5.57406 -21.07348 26.06066 0.3 -0.2 0.2
H 3.52186 -20.04645 25.13636 -0.1 -0.1 -0.1
H 4.67683 -19.18382 24.18702 0.1 -0.1 -0.2
H 3.26699 -19.90134 23.40207 0.1 -0.2 -0.1
H 5.82786 -20.52472 22.27640 0.4 0.2 0.9
H 6.32863 -22.16438 22.70552 -0.1 -0.2 -0.1
H 3.66112 -21.12404 21.60976 0.3 0.2 -0.4
H 4.95908 -21.86951 20.60062 -0.2 0.1 0.0
H 4.59282 -23.96908 21.82095 -0.2 -0.2 -0.1
H 2.99525 -23.35539 21.21003 0.1 -0.5 0.0
H 1.14397 -23.19386 22.83953 0.0 0.1 -0.2
H 1.87079 -21.59403 22.75759 0.1 0.0 0.0
H 1.40033 -22.33231 24.29309 0.6 0.0 0.3
H 2.72481 -25.33842 22.96361 0.0 0.3 -0.3
H 2.41609 -24.80917 24.57657 -0.1 0.2 0.0
H 4.01893 -25.17646 24.10038 0.4 0.6 -0.3
H 4.03652 -23.20927 26.12893 0.0 0.0 -0.1
C -3.24925 -24.20893 18.03380 0.8 0.2 -0.6
C -3.98498 -23.41799 19.14414 0.3 -0.4 -1.0
C -5.08225 -22.61583 18.44475 -0.1 -0.1 0.0
C -4.64311 -24.39478 20.10250 0.2 -0.1 0.5
C -3.67948 -25.01589 21.11957 -0.7 -0.3 -0.4
C -3.04740 -23.91962 21.95068 -0.2 -0.1 -1.0
C -2.32947 -22.89406 21.03068 1.3 -0.6 0.3
C -1.99184 -21.69278 21.91221 0.3 0.3 0.2
C -1.01019 -23.55060 20.56202 0.8 -0.7 -1.0
N -3.15387 -22.49928 19.91149 -1.1 0.2 0.8
O -2.49462 -21.53631 19.11423 -0.4 -0.1 0.0
H -2.67616 -23.53778 17.38404 0.0 0.2 0.2
H -2.52431 -24.95723 18.36115 -0.2 0.0 0.4
H -3.91258 -24.72779 17.33628 -0.4 0.1 0.3
H -5.57258 -21.93662 19.14414 0.0 0.0 0.0
H -4.71088 -22.04442 17.59271 0.1 0.0 0.1
H -5.81759 -23.32980 18.06778 -0.1 0.1 -0.1
H -5.42332 -23.86587 20.66054 0.0 0.0 0.0
H -5.13480 -25.18877 19.53791 0.0 0.1 -0.2
H -4.29786 -25.70700 21.69960 0.3 0.1 0.4
H -2.93123 -25.64905 20.63621 0.1 0.2 -0.1
H -2.29672 -24.36134 22.60465 -0.1 0.3 0.3
H -3.84465 -23.42187 22.50573 0.2 0.1 0.2
H -1.52568 -20.85407 21.39014 -0.2 -0.1 -0.3
H -1.25031 -21.98417 22.66204 -0.1 -0.2 0.0
H -2.86253 -21.32626 22.46066 -0.1 0.0 -0.2
H -0.28201 -22.94534 20.01013 -0.3 0.8 0.6
H -1.13390 -24.30880 19.78001 -0.7 -0.2 0.4
H -0.46751 -24.06464 21.35734 -0.1 0.2 0.2
H -2.91414 -20.72298 19.43589 0.3 0.2 -0.2
C 5.90073 -19.49623 19.41243 -0.2 0.2 0.5
C 5.78890 -18.08921 18.81496 -0.4 0.0 -0.3
C 4.32537 -17.63978 18.79685 0.0 0.1 -0.3
C 6.48516 -17.03005 19.65714 1.6 0.4 0.7
C 8.02349 -17.11136 19.56257 -0.1 -0.5 -0.3
C 8.45148 -17.02640 18.09576 0.5 0.2 1.1
C 7.71369 -17.96198 17.13918 0.1 -0.3 -0.6
C 7.88364 -17.36847 15.73864 0.1 -0.6 -1.0
C 8.39642 -19.34990 17.18945 -0.4 0.4 -0.9
N 6.27984 -18.00429 17.42436 -0.1 1.6 1.2
O 5.48992 -18.78575 16.55396 0.6 -0.1 -0.1
H 5.28430 -19.55241 20.31538 -0.1 0.0 -0.1
H 5.52584 -20.23427 18.70326 0.1 0.0 0.0
H 6.90463 -19.76606 19.74073 0.1 0.0 -0.2
H 3.64732 -18.41949 18.45405 0.0 0.1 0.0
H 3.99194 -17.24440 19.75733 0.1 -0.4 0.2
H 4.28771 -16.77996 18.13401 -0.1 -0.2 -0.2
H 6.18294 -16.01226 19.39604 -0.2 -0.1 -0.4
H 6.17651 -17.13081 20.70116 -0.1 -0.3 0.0
H 8.61175 -16.36859 20.10686 -0.6 0.3 0.2
H 8.37885 -18.04498 20.01132 -0.2 -0.2 -0.2
H 9.52074 -17.26439 18.08780 -0.1 -0.3 -0.3
H 8.46792 -15.97525 17.79421 -0.7 0.0 -0.3
H 8.89176 -16.98550 15.56719 0.1 0.0 0.2
H 7.18617 -16.57463 15.46765 -0.1 0.1 0.5
H 7.73402 -18.14726 14.98221 0.0 0.0 0.0
H 9.37651 -19.23581 16.72258 0.3 -0.2 0.5
H 7.87201 -20.04912 16.53339 -0.2 0.0 0.2
H 8.40858 -19.75051 18.19820 0.4 0.0 0.0
H 5.14239 -18.11324 15.95607 -0.1 -0.2 0.0
C -1.09751 -20.60039 13.09925 0.6 0.3 0.4
C -1.70402 -21.38637 14.28584 -0.6 0.0 -0.6
C -2.61399 -20.41465 15.03676 -0.2 0.0 0.1
C -2.63600 -22.46803 13.70947 -0.1 -1.2 -0.8
C -1.88332 -23.71290 13.21716 0.7 0.3 0.6
C -0.99231 -24.25861 14.34165 -1.3 0.8 -0.6
C -0.04081 -23.19398 14.90201 0.5 -0.9 0.5
C 0.49915 -23.80102 16.20756 0.3 0.3 0.8
C 1.15574 -22.97917 13.96855 0.5 0.3 0.4
N -0.77358 -21.98313 15.24618 -1.5 -0.6 -0.2
O 0.01978 -20.99809 15.84734 0.5 0.1 -0.2
H -1.90637 -20.16742 12.51047 0.0 0.1 0.0
H -0.47781 -19.79427 13.50136 -0.1 0.1 0.0
H -0.44214 -21.13660 12.41247 -0.2 -0.4 0.1
H -2.13232 -19.45631 15.23548 0.0 0.0 0.0
H -3.50984 -20.25656 14.43261 0.0 0.2 0.0
H -2.95274 -20.85495 15.97825 0.1 0.0 0.1
H -3.45623 -22.78243 14.36268 0.3 0.1 0.5
H -3.16391 -22.11394 12.81823 0.1 0.6 0.2
H -2.54933 -24.51906 12.90769 -0.2 0.2 -0.2
H -1.25399 -23.41572 12.37305 -0.1 -0.2 -0.2
H -0.48076 -25.14439 13.96587 0.4 0.1 0.3
H -1.70362 -24.55311 15.11957 0.3 -0.2 0.3
H -0.20092 -23.84790 17.04731 -0.6 0.1 -0.5
H 1.29904 -23.19037 16.63771 0.3 -0.2 -0.4
H 0.81304 -24.83370 16.04988 0.4 0.1 -0.1
H 0.92095 -22.70512 12.94218 -0.2 0.0 0.0
H 1.79864 -23.86168 13.95722 -0.2 -0.1 -0.1
H 1.76381 -22.18936 14.41879 0.0 0.1 -0.2
H -0.36260 -20.87434 16.72777 0.2 0.2 0.0
C 0.48692 -9.95050 25.32880 -0.7 -0.4 -0.2
C 0.62380 -9.09230 24.07124 0.2 0.5 -0.4
C -0.09281 -7.76004 24.32283 -0.1 0.2 1.0
C 2.10091 -8.75090 23.79515 0.9 -0.8 0.6
C 2.89952 -9.82858 23.04465 -0.6 0.2 -1.0
C 2.18040 -10.17615 21.73770 -0.2 0.0 0.8
C 0.71947 -10.63729 21.98618 0.8 -0.1 0.4
C 0.05580 -10.57862 20.61457 -0.4 0.0 -0.4
C 0.72863 -12.05365 22.59529 -0.6 0.0 -0.6
N 0.04824 -9.65144 22.84015 0.6 0.8 -0.7
O -1.32033 -9.95114 22.96193 -0.2 -0.4 0.4
H 0.96283 -9.49144 26.19383 0.0 0.1 -0.1
H -0.58512 -10.03951 25.52425 0.1 -0.1 0.2
H 0.86816 -10.96467 25.21886 0.2 0.1 0.0
H 0.12475 -6.99123 23.58330 -0.1 -0.2 -0.3
H -1.16921 -7.87702 24.45803 0.0 -0.2 -0.4
H 0.22426 -7.34842 25.28776 0.2 -0.1 0.0
H 2.19006 -7.76059 23.35013 0.0 -0.1 -0.4
H 2.62439 -8.69645 24.75453 -0.3 0.4 0.2
H 3.89718 -9.47222 22.78304 0.1 0.1 0.3
H 3.02077 -10.74044 23.63148 0.0 0.1 0.2
H 2.69367 -10.98679 21.21682 0.0 0.0 -0.1
H 2.18538 -9.29902 21.08744 -0.1 0.0 0.0
H -0.82758 -11.21073 20.50680 -0.1 0.1 0.2
H 0.71334 -10.83558 19.78420 0.3 -0.3 0.3
H -0.19670 -9.53240 20.42920 -0.3 0.0 0.0
H 1.24081 -12.71148 21.88922 0.1 -0.2 0.2
H -0.29404 -12.42462 22.70018 0.0 0.1 -0.1
H 1.15645 -12.10979 23.59248 0.4 0.1 -0.2
H -1.75947 -9.38389 22.31872 0.1 0.1 0.0
C 0.02216 -15.66394 20.00315 -0.9 -0.8 -0.7
O -0.19054 -17.06277 20.16314 -0.3 0.0 -0.1
C 0.92066 -17.90354 19.86290 0.0 0.6 -0.6
C 0.43664 -19.33130 19.58083 -0.1 -0.2 1.6
C 1.57800 -20.30222 19.31602 0.5 0.1 0.6
N -0.51449 -19.44493 18.50192 0.2 1.3 -1.3
H 0.89246 -15.30080 20.54739 0.1 0.1 -0.1
H -0.91038 -15.19106 20.31515 0.2 0.1 0.5
H 0.05348 -15.46889 18.93013 0.7 0.3 0.0
H 1.48547 -17.55212 18.98831 -0.2 0.3 0.0
H 1.55132 -17.76842 20.74999 0.5 -0.9 -0.2
H -0.08815 -19.56878 20.52410 0.3 -0.5 0.0
H 2.18375 -20.01720 18.45396 -0.5 -0.1 -0.3
H 1.15013 -21.29644 19.18490 0.2 -0.1 -0.2
H 2.32045 -20.35254 20.12170 -0.4 0.0 0.2
H -1.12187 -18.63352 18.53333 -0.1 -0.2 0.0
H -1.11890 -20.24821 18.56675 0.2 -0.2 0.5
C -5.57179 -18.69169 16.30446 0.0 -0.4 0.2
O -5.39683 -18.11187 17.57757 0.2 0.2 -0.1
C -4.25465 -18.59575 18.25096 -0.7 -0.5 0.5
C -3.90970 -17.64330 19.39302 1.7 1.1 -0.6
C -3.42985 -16.29343 18.84194 0.2 -0.6 -0.5
N -2.77849 -18.23653 20.14486 -1.5 -0.9 1.4
H -6.57990 -18.45338 15.97232 0.0 0.1 -0.1
H -5.47170 -19.78235 16.36672 -0.1 0.0 0.0
H -4.83371 -18.33857 15.57713 0.0 0.1 0.0
H -4.46482 -19.59588 18.66365 -0.3 0.0 0.2
H -3.42752 -18.82180 17.56497 0.3 0.7 0.0
H -4.74054 -17.47023 20.07837 -0.4 -0.2 -0.4
H -4.10878 -15.92329 18.07405 -0.1 0.3 0.3
H -2.46787 -16.46054 18.34309 0.0 -0.1 -0.1
H -3.20879 -15.58237 19.63723 -0.4 0.2 0.0
H -3.25601 -18.52886 21.00023 0.5 -0.6 0.0
H -2.08226 -17.60316 20.52862 0.0 0.3 -0.8
C 6.27076 -13.66449 16.54218 0.4 0.3 -0.2
O 4.89105 -13.91372 16.48741 0.0 -0.7 0.2
C 4.19106 -13.27153 17.53036 -0.1 0.1 0.6
C 2.71635 -13.56572 17.39459 -2.1 0.1 -0.6
C 1.76870 -12.72062 18.25723 0.4 0.6 -0.2
N 2.40013 -14.97523 17.75127 2.0 0.1 -0.3
H 6.75209 -14.05404 15.64663 -0.2 0.0 -0.1
H 6.79366 -14.12342 17.38730 -0.3 -0.1 0.3
H 6.44440 -12.58260 16.57839 0.1 0.0 0.0
H 4.46650 -13.62779 18.53739 0.4 -0.2 -0.1
H 4.47362 -12.21315 17.48669 -0.6 0.2 0.1
H 2.46280 -13.42072 16.33544 0.0 0.2 0.0
H 0.78092 -13.16964 18.34433 0.1 -0.4 -0.2
H 1.57240 -11.72732 17.84112 0.4 0.1 0.1
H 2.15919 -12.64017 19.27484 0.0 0.1 0.0
H 3.30099 -15.39118 17.50923 -0.4 -0.7 0.2
H 1.75083 -15.38081 17.08267 -0.2 0.3 -0.1
C -1.71020 -16.07814 23.23638 0.8 1.0 0.6
O -2.33579 -16.72187 24.32091 -0.5 -0.1 -0.7
C -2.15870 -18.12914 24.26959 0.2 0.1 1.2
C -3.03240 -18.74185 25.35204 -0.9 -0.5 -0.2
C -2.83888 -20.25521 25.43215 0.6 -0.1 -0.1
N -4.43461 -18.51620 24.99896 -0.4 0.6 -0.4
H -2.06910 -16.35815 22.24647 0.0 -0.4 0.1
H -0.62414 -16.17417 23.34674 0.1 -0.5 -0.5
H -1.82953 -14.99575 23.32640 -0.5 -0.1 0.2
H -2.40905 -18.55631 23.29519 0.0 0.1 -0.1
H -1.12009 -18.35020 24.54096 0.2 -0.2 -0.4
H -2.80816 -18.26210 26.31156 0.3 -0.1 0.0
H -1.89451 -20.50252 25.92434 -0.1 -0.1 0.1
H -2.79575 -20.71960 24.44390 -0.1 0.3 0.0
H -3.66515 -20.75139 25.93933 0.0 0.2 0.3
H -4.57853 -17.53364 24.77829 0.1 -0.1 -0.1
H -5.06486 -18.69614 25.77175 0.2 -0.2 0.1
C -0.11873 -17.10542 15.79546 1.4 -0.7 0.7
O 0.47038 -15.86403 15.39380 -0.8 0.2 -0.1
H 0.38852 -17.41352 16.71891 -0.2 -0.2 0.0
H -1.17918 -17.09693 16.03855 -0.1 0.7 -0.4
H 0.08930 -17.89328 15.06864 -0.3 0.0 -0.1
H 1.27409 -16.07427 14.91326 0.0 0.0 -0.1
```
Positions in Å, forces in eV/Å.

## Properties
HOMO-LUMO gap   8.492 eV
Charge   0
LUMO level   0.456 eV

Atomic partial charges in e from the Löwdin method, atoms 1 to 5: -0.04 -0.52 -0.03 -0.13 -0.19